(1)
Entry from the OMol25 dataset: C33H54Cl2N2O2P2Sc as an isolated structure (ωB97M-V with the def2-TZVPD basis set).

Each line ends with the Mulliken charge.
Positions of all 96 atoms, in Å:
Sc1 0.3623 0.7086 0.8310  -3.270
Cl1 2.4741 0.9030 -0.1966  -0.489
P1 1.3234 2.9123 2.3291  1.386
C1 2.4736 4.2298 1.8837  0.583
C2 -0.2906 3.3887 3.0230  0.709
C3 2.2254 1.5516 3.1337  1.212
C4 2.2502 4.7161 0.4418  -1.182
H1 3.4584 3.7320 1.9183  0.405
C5 2.4469 5.3489 2.9182  -1.516
H2 1.4984 5.8992 2.8975  0.218
H3 3.2556 6.0584 2.7060  0.478
H4 2.5997 4.9744 3.9352  0.343
H5 2.4949 3.9201 -0.2772  0.217
H6 2.8961 5.5795 0.2270  0.461
H7 1.2075 5.0242 0.2620  0.238
H8 3.1215 1.4482 2.4985  0.691
C6 1.5058 0.1899 3.1625  -0.578
C7 2.6443 2.0469 4.5259  -1.616
H9 3.4234 2.8192 4.4617  0.297
H10 3.0562 1.2023 5.0898  0.452
H11 1.7889 2.4476 5.0952  0.231
H12 0.4701 0.1299 2.7198  -0.258
H13 1.3073 -0.1059 4.2017  0.214
H14 2.1419 -0.5905 2.7134  0.304
C8 -0.9881 4.3600 2.0654  -1.159
H15 0.0049 3.8970 3.9537  0.230
C9 -1.1927 2.2000 3.3620  -0.923
H16 -0.4273 5.2883 1.9052  0.308
H17 -1.9693 4.6308 2.4703  0.438
H18 -1.1618 3.8876 1.0863  0.081
H19 -1.5147 1.6191 2.4747  0.349
H20 -2.1167 2.5930 3.8048  0.561
H21 -0.7590 1.5170 4.1052  0.143
Cl2 -0.9029 1.9391 -0.7346  -0.574
H22 0.9697 2.5429 1.0112  -0.382
P2 1.2068 -0.0324 -3.6159  0.376
C10 2.6035 -1.2074 -3.7829  0.444
C11 -0.4273 -0.7422 -4.1404  0.520
C12 1.6939 1.5345 -4.4100  0.389
C13 2.9137 -1.9313 -2.4636  -1.171
H23 3.4695 -0.5587 -4.0156  0.468
C14 2.3636 -2.1791 -4.9365  -1.635
H24 1.5599 -2.8900 -4.6934  0.238
H25 3.2904 -2.7450 -5.1050  0.481
H26 2.1172 -1.6519 -5.8685  0.312
H27 3.1005 -1.2226 -1.6476  0.107
H28 3.8113 -2.5531 -2.5885  0.492
H29 2.0997 -2.5889 -2.1371  0.100
H30 2.6753 1.7459 -3.9402  0.293
C15 0.7769 2.7327 -4.0718  -1.299
C16 1.8814 1.2834 -5.9084  -1.426
H31 2.7451 0.6266 -6.0887  0.274
H32 2.0763 2.2415 -6.4063  0.477
H33 0.9800 0.8309 -6.3555  0.213
H34 0.3391 2.6489 -3.0629  0.066
H35 -0.0295 2.8529 -4.8100  0.306
H36 1.3818 3.6516 -4.0947  0.477
C17 -0.8828 -1.8266 -3.1424  -1.374
H37 -0.2375 -1.2024 -5.1309  0.605
C18 -1.5201 0.3316 -4.2482  -1.475
H38 -0.1331 -2.6193 -3.0027  0.212
H39 -1.8043 -2.3102 -3.5077  0.574
H40 -1.1036 -1.3753 -2.1609  -0.030
H41 -1.6642 0.8320 -3.2729  0.128
H42 -2.4670 -0.1530 -4.5365  0.483
H43 -1.2935 1.0842 -5.0167  0.297
O1 1.8317 -2.8067 0.5231  -0.693
C19 0.6681 -2.5654 0.7671  -0.782
N1 -0.3350 -3.4197 1.1772  -0.029
C20 -1.6410 -2.8396 1.2697  4.208
C21 -1.2840 -1.3994 1.0540  -0.646
O2 -1.9616 -0.3534 1.2637  -0.771
N2 0.0144 -1.3175 0.6981  1.352
C22 -2.5044 -3.3963 0.1401  -0.841
C23 -3.4547 -2.5880 -0.4747  0.062
C24 -4.2453 -3.1065 -1.5060  -0.923
C25 -4.0746 -4.4213 -1.9310  -0.465
C26 -3.1233 -5.2367 -1.3116  -0.776
C27 -2.3278 -4.7268 -0.2758  -0.499
C28 -2.2411 -2.9618 2.6542  -0.053
C29 -3.5857 -3.2797 2.8671  -0.255
C30 -4.0988 -3.2811 4.1737  -0.915
C31 -3.2779 -2.9629 5.2558  -0.471
C32 -1.9332 -2.6485 5.0363  -0.842
C33 -1.4138 -2.6564 3.7371  -0.261
H44 -0.1186 -4.4115 1.2680  0.332
H45 -3.5576 -1.5614 -0.1232  0.511
H46 -4.9792 -2.4578 -1.9733  0.421
H47 -4.6878 -4.8249 -2.7325  0.385
H48 -2.9710 -6.2709 -1.6314  0.364
H49 -1.5755 -5.3765 0.1942  0.202
H50 -4.2256 -3.5063 2.0107  0.422
H51 -5.1588 -3.5075 4.3189  0.387
H52 -3.6903 -2.9466 6.2665  0.380
H53 -1.2864 -2.3677 5.8666  0.384
H54 -0.3615 -2.4171 3.5743  0.290

ΔE to the lowest compared entry with this formula, charge and spin = 1.053 eV
spin multiplicity = 1
E_HOMO (alpha / beta) = -0.558 / -0.236 eV
charge = -1

(2)
Entry from the OMol25 dataset: a 10-piece molecular cluster, C33H54N4O16S overall (ωB97M-V with the def2-TZVPD basis set).

Each line ends with the Mulliken charge.
Positions of all 108 atoms, in Å:
C1 1.1382 -4.0403 -4.2390  -0.097
C2 2.5439 -3.6657 -4.1566  -0.229
O1 3.0153 -3.7810 -5.5193  -0.349
C3 2.0573 -4.0176 -6.3174  0.679
O2 2.1984 -4.1315 -7.5032  -0.571
O3 0.9520 -4.3299 -5.6199  -0.358
H1 0.5325 -3.1571 -4.0361  0.223
H2 0.9599 -4.7957 -3.4738  0.254
H3 3.1458 -4.1282 -3.3743  0.312
H4 2.6371 -2.6041 -3.9276  0.138
C4 1.9508 -0.1933 0.1504  -0.336
C5 1.2812 1.0124 0.7128  -0.102
O4 -0.0058 0.8008 0.1615  -0.359
C6 -0.2162 -0.2812 -0.4705  0.849
O5 -1.1551 -0.6680 -1.1627  -0.643
O6 0.9469 -0.9242 -0.5126  -0.420
H5 2.4750 -0.8529 0.8420  0.310
H6 2.6994 0.0518 -0.6030  0.225
H7 1.7422 1.9496 0.4011  0.212
H8 1.2271 1.0399 1.8011  0.242
C7 -3.3399 0.1362 3.2139  -0.148
C8 -2.5639 1.0227 4.1471  -0.277
O7 -1.3528 0.3346 4.4296  -0.345
C9 -1.4014 -0.9415 3.9958  0.666
O8 -0.5441 -1.7867 4.1821  -0.571
O9 -2.5931 -1.1150 3.3730  -0.315
H9 -3.3776 0.6579 2.2577  0.225
H10 -4.3679 0.0311 3.5605  0.274
H11 -3.1166 1.1999 5.0697  0.220
H12 -2.3726 1.9913 3.6854  0.274
C10 6.5224 4.7273 3.8025  -0.232
C11 5.0394 4.9505 3.8469  -0.206
O10 4.5819 3.6316 3.7170  -0.278
C12 5.5241 2.7953 3.5680  0.678
O11 5.4333 1.5727 3.4427  -0.605
O12 6.6976 3.4000 3.5443  -0.324
H13 6.9043 5.0665 4.7654  0.238
H14 7.0401 5.2943 3.0288  0.266
H15 4.7230 5.6110 3.0395  0.230
H16 4.6892 5.4934 4.7249  0.229
C13 3.4320 2.9324 -4.6080  -0.286
C14 4.0497 1.9003 -5.6081  -0.258
O13 2.9432 1.1400 -6.0698  -0.329
C15 1.7566 1.7605 -5.6839  0.669
O14 0.6529 1.4348 -6.0656  -0.526
O15 2.0637 2.7102 -4.7816  -0.329
H17 3.7943 3.9581 -4.6769  0.310
H18 3.6029 2.5197 -3.6138  0.184
H19 4.7697 1.4024 -4.9587  0.280
H20 4.5866 2.5434 -6.3055  0.280
C16 4.1598 -9.0720 2.5039  -1.049
C17 2.8225 -8.5750 2.9012  -0.327
C18 2.8827 -7.3083 3.7785  -0.534
C19 3.2080 -6.0651 3.0093  0.171
N1 3.4042 -5.0983 2.4360  -0.402
H21 4.5896 -9.6238 3.3399  0.295
H22 4.8346 -8.2253 2.3784  0.308
H23 4.0271 -9.7353 1.6492  0.299
H24 2.4146 -9.3948 3.4926  0.272
H25 2.1040 -8.4464 2.0916  0.349
H26 3.5380 -7.1759 4.6394  0.303
H27 1.9397 -7.0796 4.2750  0.316
C20 -2.0503 5.5963 6.5331  -1.117
C21 -0.5800 5.8472 6.8231  -0.456
C22 0.0801 6.8251 5.8779  -0.368
C23 0.1366 6.2528 4.5289  0.162
N2 0.1474 5.7876 3.5027  -0.362
H28 -2.6019 6.4800 6.8538  0.342
H29 -2.2517 4.7741 7.2197  0.282
H30 -2.3645 5.4350 5.5019  0.357
H31 -0.0605 4.8987 6.6866  0.326
H32 -0.4672 6.2052 7.8464  0.311
H33 1.1270 6.9353 6.1607  0.227
H34 -0.4317 7.7866 5.9195  0.308
C24 -1.4175 6.2796 -2.4776  -1.020
C25 -1.8777 5.1095 -1.5022  -0.471
C26 -2.8867 4.1059 -1.9194  -0.162
C27 -4.0363 4.7017 -2.6896  0.084
N3 -4.9561 5.0627 -3.2529  -0.429
H35 -0.6722 5.9603 -3.2060  0.261
H36 -0.9937 7.0968 -1.8939  0.316
H37 -2.2601 6.6786 -3.0424  0.326
H38 -2.4996 5.5804 -0.7409  0.256
H39 -1.1121 4.6272 -0.8945  0.384
H40 -3.3128 3.5830 -1.0631  0.191
H41 -2.5163 3.3116 -2.5675  0.266
C28 -4.6825 -0.3675 -6.9562  -1.166
C29 -5.3924 -0.0692 -5.5994  -0.302
C30 -5.2824 -1.2413 -4.6651  -0.318
C31 -5.9352 -0.9977 -3.3885  0.094
N4 -6.4417 -0.7839 -2.4074  -0.418
H42 -3.5995 -0.2954 -6.8557  0.280
H43 -5.0763 0.1870 -7.8079  0.343
H44 -4.8186 -1.3961 -7.2904  0.339
H45 -6.4549 0.0864 -5.7865  0.285
H46 -5.0809 0.8644 -5.1309  0.323
H47 -4.2557 -1.5415 -4.4554  0.281
H48 -5.7347 -2.0951 -5.1695  0.267
C32 -1.9297 -5.5279 0.4813  -0.817
S1 -3.7894 -5.2525 0.2057  0.521
O16 -4.0881 -5.2604 -1.3073  -0.616
C33 -4.5696 -6.8381 0.8093  -0.896
H49 -1.6723 -6.3490 -0.1878  0.313
H50 -1.6361 -5.7855 1.4989  0.341
H51 -1.3809 -4.6173 0.2410  0.223
H52 -5.6546 -6.7345 0.7913  0.295
H53 -4.2395 -7.0306 1.8301  0.326
H54 -4.2547 -7.7346 0.2754  0.315

spin multiplicity = 1
E_HOMO = -8.503 eV

(3)
Entry from the OMol25 dataset: C33H55N5O2PPdS as an isolated structure (ωB97M-V with the def2-TZVPD basis set).

Each line ends with the Mulliken charge.
Positions of all 98 atoms, in Å:
Pd1 -0.2303 0.2564 0.1397  1.766
C1 3.0032 -3.8678 3.4680  -1.054
C2 3.7833 -2.7873 2.7189  -0.395
N1 3.0186 -1.5259 2.6679  0.011
C3 2.0661 -1.2092 1.8109  0.390
S1 1.3068 0.3534 2.0488  -0.363
N2 1.8020 -2.1293 0.8414  -0.995
N3 0.9059 -1.6997 -0.0071  1.581
C4 0.6387 -2.5424 -1.0238  0.098
C5 1.0468 -3.9678 -1.0300  -1.866
C6 -0.0391 -1.9307 -2.1464  0.207
C7 -0.3461 -2.6729 -3.2797  -0.827
C8 -0.9048 -2.0214 -4.3754  -0.919
C9 -1.1096 -0.6629 -4.2955  -0.594
C10 -0.7839 0.0154 -3.1077  -0.735
N4 -0.2746 -0.5967 -2.0612  1.062
H1 3.6120 -4.7710 3.4855  0.355
H2 2.0612 -4.0904 2.9658  0.318
H3 2.8022 -3.5753 4.4982  0.351
H4 4.0011 -3.0794 1.6960  0.258
H5 4.7129 -2.5496 3.2310  0.437
H6 3.2140 -0.8312 3.3837  0.316
H7 1.5925 -4.2388 -0.1346  0.379
H8 1.6660 -4.1744 -1.9062  0.429
H9 0.1559 -4.5974 -1.1118  0.421
H10 -0.1466 -3.7341 -3.3200  0.614
H11 -1.1609 -2.5724 -5.2700  0.496
H12 -1.5268 -0.1133 -5.1296  0.528
H13 -0.9499 1.0780 -2.9961  0.342
C11 -2.0327 5.5533 -0.5688  -1.056
N5 -1.7715 4.1947 -1.0752  0.408
C12 -2.2228 3.9031 -2.4384  -0.963
C13 -1.1533 3.2812 -0.3450  0.283
C14 -0.6361 3.6978 1.0034  -1.503
O1 -0.9636 2.1125 -0.7859  -0.230
H14 -2.7307 6.0360 -1.2460  0.452
H15 -1.1198 6.1474 -0.5333  0.299
H16 -2.4888 5.5266 0.4170  0.364
H17 -2.0601 4.7848 -3.0531  0.502
H18 -3.2845 3.6549 -2.4490  0.311
H19 -1.6502 3.0802 -2.8474  0.212
H20 0.1017 4.4959 0.8965  0.538
H21 -0.1755 2.8457 1.4947  -0.223
H22 -1.4303 4.0874 1.6371  0.529
C15 7.9019 3.6094 -1.6922  -1.566
C16 6.5061 3.2062 -1.3149  0.511
C17 6.0054 1.9509 -1.6632  -1.000
C18 4.7189 1.5695 -1.3559  0.447
C19 4.2563 0.1976 -1.7820  -1.006
C20 3.8905 2.4880 -0.6598  0.627
C21 2.5323 2.1951 -0.3465  -0.134
O2 1.9223 1.1423 -0.6321  -0.213
C22 4.3909 3.7690 -0.2845  0.901
C23 3.5602 4.7937 0.4632  -1.456
C24 5.6845 4.0937 -0.6164  -0.961
H23 8.4687 2.7784 -2.1059  0.373
H24 8.4377 4.0073 -0.8297  0.396
H25 7.8660 4.4049 -2.4400  0.349
H26 6.6470 1.2592 -2.1969  0.362
H27 5.0796 -0.3377 -2.2493  0.462
H28 3.4302 0.2571 -2.4924  0.251
H29 3.8924 -0.3865 -0.9330  0.001
H30 1.9725 2.9866 0.1624  -0.204
H31 2.7460 5.1824 -0.1538  0.313
H32 4.1826 5.6406 0.7411  0.432
H33 3.1305 4.3947 1.3841  0.343
H34 6.0788 5.0630 -0.3324  0.442
C25 -4.2608 1.4319 0.2167  -1.313
C26 -3.8767 0.8894 1.6000  0.504
C27 -3.8407 2.0044 2.6442  -1.578
P1 -2.3686 -0.1608 1.5087  0.868
C28 -1.7971 -0.5997 3.2098  1.057
C29 -2.8066 -1.2986 4.1278  -1.612
C30 -1.2023 0.6155 3.9514  -1.929
C31 -2.9495 -1.7297 0.7017  0.792
C32 -3.1526 -1.5754 -0.8154  -1.863
C33 -4.2288 -2.3666 1.2665  -1.609
H35 -5.0447 2.1812 0.3365  0.504
H36 -4.6518 0.6602 -0.4426  0.259
H37 -3.4165 1.9042 -0.2870  0.169
H38 -4.6318 0.1623 1.9123  0.620
H39 -3.0874 2.7595 2.4165  0.157
H40 -3.6684 1.6408 3.6532  0.277
H41 -4.8126 2.4994 2.6477  0.556
H42 -0.9900 -1.3098 2.9903  0.030
H43 -3.7520 -0.7564 4.1901  0.316
H44 -2.3931 -1.3384 5.1377  0.474
H45 -3.0091 -2.3215 3.8278  0.429
H46 -1.9577 1.1041 4.5627  0.506
H47 -0.7886 1.3872 3.2979  0.258
H48 -0.4167 0.2879 4.6361  0.429
H49 -2.1067 -2.4064 0.8873  0.152
H50 -4.1980 -1.3600 -1.0316  0.541
H51 -2.9170 -2.5135 -1.3223  0.451
H52 -2.5659 -0.7831 -1.2672  0.226
H53 -5.1031 -1.7601 1.0236  0.377
H54 -4.2162 -2.5333 2.3376  0.277
H55 -4.3792 -3.3364 0.7875  0.466

ΔE to the lowest compared entry with this formula, charge and spin = 0.300 eV
<S²> = 6.05
spin multiplicity = 5
E_HOMO (alpha / beta) = -15.850 / -15.728 eV
charge = +3